DFT (wB97M-V/def2-TZVPD) results for C20H39ClN5O7PPd as an isolated structure.

Output
- Total charge: -2
- HOMO energy: -1.68 eV
- Total energy: -2515.28637 Ha

Last column: Mulliken charge in e.
Geometry (Å):
Pd  1.578  0.401  0.859  -0.052
N  0.373  -1.652  3.007  -0.409
C  1.286  -1.457  4.132  -1.019
C  2.506  -0.556  3.889  0.092
C  2.168  0.945  3.875  0.371
O  2.358  1.568  4.934  -0.799
O  1.699  1.442  2.802  -0.646
H  0.011  -0.749  2.701  0.136
H  0.922  -1.969  2.209  0.178
H  1.645  -2.444  4.447  0.453
H  0.713  -1.056  4.973  0.391
H  2.970  -0.844  2.941  -0.157
H  3.218  -0.721  4.702  0.352
C  4.299  1.777  -0.503  -1.678
C  4.529  0.337  -0.036  2.676
C  5.428  -0.408  -1.026  -1.742
C  5.155  0.346  1.361  -1.706
C  3.200  -0.364  0.034  -0.159
N  2.574  -1.329  -0.299  -0.643
H  5.262  2.288  -0.598  0.437
H  3.681  2.312  0.219  0.345
H  3.783  1.807  -1.465  0.358
H  6.401  0.087  -1.094  0.421
H  4.973  -0.420  -2.017  0.362
H  5.579  -1.441  -0.708  0.354
H  6.112  0.874  1.329  0.478
H  5.329  -0.671  1.720  0.359
H  4.496  0.855  2.066  0.234
O  -1.243  0.381  1.304  -1.064
P  -2.148  0.000  0.192  0.108
N  -2.882  1.310  -0.487  0.183
C  -3.422  1.403  -1.845  -0.668
C  -3.036  2.817  -2.342  -0.635
C  -2.158  3.401  -1.228  -0.338
C  -2.622  2.660  0.020  -0.872
N  -1.473  -0.770  -1.117  0.529
C  -0.843  -2.072  -0.841  0.680
C  -0.046  -2.358  -2.113  -0.991
C  0.359  -0.965  -2.639  -0.537
C  -0.421  0.037  -1.790  0.423
N  -3.277  -1.073  0.766  0.154
C  -4.283  -1.708  -0.078  -0.439
C  -4.541  -3.052  0.608  -0.706
C  -4.259  -2.744  2.079  -0.683
C  -3.043  -1.825  2.008  -0.405
H  -4.512  1.277  -1.837  0.493
H  -3.003  0.615  -2.468  0.334
H  -3.935  3.422  -2.483  0.315
H  -2.495  2.777  -3.286  0.207
H  -2.253  4.485  -1.144  0.543
H  -1.108  3.177  -1.418  -0.043
H  -3.544  3.102  0.425  0.380
H  -1.877  2.620  0.812  0.348
H  -1.599  -2.826  -0.613  0.087
H  -0.147  -1.995  0.004  -0.534
H  -0.675  -2.878  -2.841  0.323
H  0.822  -2.977  -1.891  0.407
H  0.097  -0.845  -3.691  0.463
H  1.426  -0.791  -2.533  0.153
H  -0.844  0.844  -2.381  -0.361
H  0.194  0.484  -0.997  -0.301
H  -3.922  -1.827  -1.102  0.307
H  -5.202  -1.107  -0.116  0.343
H  -3.825  -3.793  0.245  0.247
H  -5.547  -3.432  0.423  0.402
H  -4.068  -3.635  2.678  0.390
H  -5.108  -2.211  2.516  0.293
H  -2.109  -2.394  1.973  0.291
H  -2.962  -1.150  2.859  0.193
O  -0.435  2.144  -4.548  -0.708
Cl  0.663  2.933  -4.016  1.725
O  1.697  3.052  -5.018  -0.758
O  0.172  4.249  -3.669  -0.692
O  1.185  2.278  -2.840  -0.572

---

DFT (wB97M-V/def2-TZVPD) results for a 3-piece molecular cluster, C20H39IN2O5S2 overall in a non-equilibrium geometry.

Output
- HOMO energy: -8.67 eV
- Total energy: -2365.02839 Ha
- Relative energy (zero: lowest compared OMol25 entry of this formula, charge and spin): 382.3 kJ/mol

Last column: Mulliken charge in e.
Geometry (Å):
N  1.574  -0.994  3.554  -0.303
C  0.413  -1.579  4.331  -0.645
C  -0.841  -2.085  3.364  -0.505
C  -0.348  -2.705  1.922  -0.075
C  -1.696  -2.853  0.959  -0.608
C  -1.138  -3.009  -0.584  -0.748
C  -1.130  -1.619  -1.453  0.096
N  -1.689  -0.342  -0.863  -0.029
C  -0.639  0.308  0.011  0.009
O  -0.964  0.996  1.110  -0.684
C  0.804  -0.078  -0.669  -0.345
C  0.405  -1.167  -1.827  0.123
C  0.726  -0.495  -3.287  -1.076
C  2.273  -0.002  -3.505  -0.404
C  3.422  -1.089  -3.078  -0.746
I  5.126  -0.090  -2.056  -0.024
H  2.087  -0.271  4.115  0.127
H  2.199  -1.789  3.278  0.215
H  0.759  -2.533  4.951  0.243
H  0.025  -0.774  5.104  0.319
H  -1.605  -1.215  3.172  0.251
H  -1.461  -2.948  3.899  0.284
H  0.221  -3.729  2.049  0.314
H  0.344  -1.922  1.396  -0.216
H  -2.432  -1.951  1.093  0.151
H  -2.239  -3.843  1.345  0.400
H  -0.062  -3.515  -0.484  0.318
H  -1.774  -3.794  -1.220  0.325
H  -1.882  -1.824  -2.348  0.349
H  -2.664  -0.372  -0.493  0.304
H  1.228  0.981  -1.013  0.294
H  1.577  -0.477  0.143  0.033
H  0.955  -2.197  -1.891  0.387
H  0.365  -1.161  -4.210  0.347
H  0.053  0.489  -3.352  0.234
H  2.423  1.002  -2.921  0.313
H  2.420  0.206  -4.667  0.325
H  3.904  -1.631  -4.024  0.406
H  3.070  -1.931  -2.346  0.280
C  6.063  2.878  2.128  -0.615
C  4.779  2.687  1.322  -0.696
C  4.020  1.514  1.940  -0.266
S  4.487  1.469  3.663  1.140
O  5.223  0.247  3.910  -0.668
O  3.354  1.869  4.475  -0.673
C  5.645  2.821  3.589  -0.738
H  6.556  3.824  1.887  0.356
H  6.763  2.064  1.905  0.285
H  4.169  3.596  1.387  0.330
H  4.989  2.507  0.263  0.239
H  2.938  1.647  1.860  0.240
H  4.312  0.563  1.485  0.282
H  6.479  2.636  4.268  0.405
H  5.115  3.732  3.883  0.329
C  -6.646  1.966  -1.758  -0.585
C  -5.540  2.420  -2.710  -0.713
C  -4.625  1.221  -2.955  -0.173
S  -5.642  -0.234  -2.748  1.130
O  -5.169  -0.965  -1.592  -0.621
O  -5.838  -0.864  -4.038  -0.700
C  -7.134  0.631  -2.299  -0.698
H  -7.457  2.697  -1.700  0.336
H  -6.235  1.835  -0.749  0.306
H  -5.986  2.744  -3.658  0.290
H  -4.980  3.268  -2.304  0.360
H  -4.208  1.233  -3.965  0.384
H  -3.817  1.177  -2.219  -0.033
H  -7.696  0.050  -1.566  0.389
H  -7.728  0.767  -3.207  0.338